[1]
C4H39N2O14 | the ωB97M-V functional and the def2-TZVPD basis

Calculated values
LUMO (alpha / beta): -5.5 / -11.0 eV
multiplicity: 2
E: -36409.2234 eV
gap between HOMO and LUMO (alpha / beta): 10.5 / 5.0 eV
total charge: +2
expectation value of S²: 0.754
molar mass: 339.36 g mol⁻¹
HOMO energy (alpha / beta): -15.99 / -15.99 eV

```
59
C4H39N2O14, DFT the ωB97M-V functional and the def2-TZVPD basis
N -1.441 -1.084 -1.345
C -0.136 -0.698 -0.714
C -0.003 -1.213 0.713
O -0.982 -0.567 1.500
C 1.112 -1.274 -1.534
N 2.071 -0.240 -1.509
C 3.317 -0.308 -2.361
H -2.017 -1.814 -0.851
H -1.406 -1.404 -2.312
H -2.068 -0.247 -1.275
H -0.116 0.390 -0.867
H 0.997 -1.053 1.142
H -0.177 -2.284 0.633
H -0.603 -0.431 2.388
H 1.383 -2.238 -1.131
H 0.886 -1.525 -2.584
H 2.453 -0.142 -0.560
H 3.345 -1.244 -2.943
H 4.221 -0.226 -1.763
H 3.087 0.464 -3.095
H 3.411 -2.368 1.120
H 2.324 -3.202 1.727
O 2.501 -2.655 0.965
H 0.322 2.143 -2.705
H 0.683 2.591 -4.121
O -0.064 2.470 -3.521
H 3.743 2.135 0.885
H 3.559 2.421 2.511
O 3.796 1.822 1.809
H -2.398 2.318 1.465
H -1.638 0.918 1.166
O -1.728 1.853 0.932
H -4.331 3.349 0.445
H -4.060 1.908 0.557
O -4.307 2.660 1.129
H -0.973 1.229 -3.603
H -1.821 0.273 -4.475
O -1.428 0.323 -3.581
H 1.621 2.665 0.300
H 2.252 2.547 -1.073
O 2.400 2.914 -0.209
H -3.366 -3.102 0.056
H -3.033 -2.187 1.277
O -3.312 -2.209 0.366
H 4.011 -1.231 3.802
H 3.343 0.135 3.542
O 3.160 -0.787 3.732
H -1.678 -4.552 1.699
H -1.558 -3.465 2.869
O -1.535 -3.627 1.928
H -2.755 2.094 -1.128
H -3.700 1.388 -2.089
O -3.286 1.299 -1.236
H -0.854 2.426 -0.295
H 0.087 3.575 -0.375
O -0.256 2.887 -0.957
H -0.289 -1.411 4.807
H -1.803 -1.159 4.597
O -0.964 -1.250 4.153
```

Löwdin population analysis, charges in e, atoms 1 to 4: 0.2009 -0.1964 -0.1924 -0.0672


[2]
C7H18N2O | the ωB97M-V functional and the def2-TZVPD basis

Calculated values
LUMO: 0.8 eV
multiplicity: 1
E: -12577.8995 eV
gap between HOMO and LUMO: 9.0 eV
total charge: 0
SMILES: CC(C)(O)C[C@](C)(N)CN
molar mass: 146.23 g mol⁻¹
HOMO energy: -8.17 eV

```
28
C7H18N2O, DFT the ωB97M-V functional and the def2-TZVPD basis
C -2.712 1.401 -0.164
C -1.758 0.298 0.273
C -2.242 -1.062 -0.214
O -1.713 0.329 1.680
C -0.188 0.780 -0.310
C 0.832 -0.270 -0.080
C 0.907 -1.350 -1.147
N 0.797 -0.839 1.232
C 2.289 0.794 -0.197
N 3.296 0.225 0.688
H -3.693 1.246 0.288
H -2.345 2.371 0.167
H -2.819 1.413 -1.246
H -1.635 -1.861 0.209
H -2.226 -1.118 -1.301
H -3.269 -1.228 0.123
H -1.067 -0.341 1.952
H -0.014 1.669 0.294
H -0.309 1.002 -1.366
H 0.825 -0.921 -2.143
H 1.861 -1.872 -1.071
H 0.113 -2.081 -1.032
H 1.385 -1.662 1.289
H 1.177 -0.153 1.891
H 2.593 0.797 -1.251
H 2.156 1.840 0.099
H 3.947 -0.382 0.199
H 3.811 0.975 1.136
```

Löwdin population analysis, charges in e, atoms 1 to 4: -0.0520 -0.5593 -0.0438 -0.0476


[3]
C26H58BO12PtS5 | the ωB97M-V functional and the def2-TZVPD basis

Calculated values
LUMO (alpha / beta): 1.4 / 1.3 eV
multiplicity: 3
E: -110564.0892 eV
gap between HOMO and LUMO (alpha / beta): 4.0 / 4.0 eV
total charge: -1
expectation value of S²: 2.006
molar mass: 928.96 g mol⁻¹
HOMO energy (alpha / beta): -2.64 / -2.63 eV

```
103
C26H58BO12PtS5, DFT the ωB97M-V functional and the def2-TZVPD basis
Pt 2.873 -1.260 0.935
B 2.792 -2.957 2.564
H 1.854 -2.643 1.858
H 3.419 -3.869 2.095
H 3.460 -1.956 2.715
H 2.325 -3.267 3.615
C 0.071 -0.062 -2.123
C 0.541 0.131 -0.696
C -0.594 0.579 0.224
O 1.086 -1.022 -0.154
H -0.504 0.803 -2.471
H -0.546 -0.959 -2.227
H 0.894 -0.213 -2.832
H 1.330 0.909 -0.683
H -1.504 0.006 0.031
H -0.877 1.637 0.100
H -0.288 0.526 1.268
C -2.806 -2.344 3.930
C -1.365 -2.350 3.375
C -0.734 -0.988 3.787
O -0.706 -3.461 3.603
H -3.482 -1.594 3.472
H -2.889 -2.307 5.022
H -3.335 -3.261 3.628
H -1.537 -2.160 2.248
H -1.428 -0.162 3.541
H 0.222 -0.667 3.353
H -0.641 -0.912 4.882
C -3.586 -4.785 0.332
C -3.189 -3.340 -0.045
C -1.773 -3.355 -0.637
S -1.048 -4.984 -0.267
O 0.129 -4.833 0.530
O -1.070 -5.846 -1.434
C -2.334 -5.461 0.877
H -3.876 -5.335 -0.576
H -4.458 -4.893 0.975
H -3.273 -2.723 0.848
H -3.869 -3.024 -0.836
H -1.058 -2.659 -0.195
H -1.814 -3.308 -1.724
H -2.071 -4.962 1.820
H -2.355 -6.545 0.932
C -2.108 3.856 -3.233
C -1.577 3.500 -1.832
C -2.074 4.560 -0.899
S -2.058 6.103 -1.857
O -0.948 6.917 -1.438
O -3.392 6.637 -1.886
C -1.657 5.298 -3.425
H -3.200 3.870 -3.255
H -1.743 3.171 -3.995
H -0.496 3.377 -1.916
H -1.969 2.521 -1.552
H -1.551 4.719 0.042
H -3.126 4.439 -0.634
H -0.577 5.413 -3.526
H -2.147 5.855 -4.222
C 4.141 2.992 -2.813
C 2.783 3.113 -2.087
C 3.116 3.020 -0.618
S 4.293 1.691 -0.489
O 3.628 0.416 -0.312
O 5.350 2.071 0.402
C 4.841 1.752 -2.206
H 4.797 3.857 -2.819
H 3.918 2.724 -3.848
H 2.167 2.254 -2.365
H 2.338 4.042 -2.439
H 2.332 3.104 0.134
H 3.711 3.898 -0.325
H 4.609 0.824 -2.717
H 5.911 1.926 -2.114
C -2.745 2.787 2.554
C -3.683 4.017 2.458
C -3.795 4.545 3.861
S -4.221 3.051 4.806
O -5.604 2.735 4.580
O -3.695 3.153 6.128
C -3.152 2.001 3.810
H -1.709 3.116 2.601
H -2.896 2.239 1.624
H -4.685 3.698 2.161
H -3.329 4.759 1.745
H -4.503 5.319 4.150
H -2.866 4.782 4.392
H -3.379 0.944 3.698
H -2.255 1.977 4.438
C 3.225 -4.255 -3.573
C 4.691 -4.681 -3.468
C 5.154 -4.350 -2.062
S 4.370 -2.802 -1.641
O 5.250 -1.703 -1.927
O 3.709 -2.977 -0.360
C 3.077 -2.902 -2.862
H 2.669 -4.978 -2.976
H 2.872 -4.164 -4.595
H 5.352 -4.268 -4.235
H 4.756 -5.761 -3.624
H 6.215 -4.376 -1.835
H 4.687 -5.061 -1.373
H 3.094 -2.022 -3.506
H 2.098 -2.871 -2.381
```

Löwdin population analysis, charges in e, atoms 1 to 4: 1.1041 -0.4398 -0.0229 -0.0269


[4]
C2H6FN | the ωB97M-V functional and the def2-TZVPD basis

Calculated values
LUMO: 1.2 eV
multiplicity: 1
E: -6378.0960 eV
gap between HOMO and LUMO: 10.3 eV
total charge: 0
SMILES: NCCF
molar mass: 63.08 g mol⁻¹
HOMO energy: -9.10 eV

```
10
C2H6FN, DFT the ωB97M-V functional and the def2-TZVPD basis
N 0.071 1.040 -0.794
C 0.327 0.258 0.389
C -0.183 -1.081 0.144
F -1.479 -0.941 -0.062
H -0.885 1.313 -0.870
H 0.687 1.763 -1.061
H -0.249 0.562 1.284
H 1.426 0.214 0.556
H 0.036 -1.506 1.082
H 0.249 -1.622 -0.667
```

Löwdin population analysis, charges in e, atoms 1 to 4: 0.0096 -0.2852 -0.3169 0.0044


[5]
CH4NOP | the ωB97M-V functional and the def2-TZVPD basis

Calculated values
LUMO: 0.1 eV
multiplicity: 1
E: -13925.0671 eV
gap between HOMO and LUMO: 9.2 eV
total charge: 0
SMILES: NC(=O)P
molar mass: 77.02 g mol⁻¹
HOMO energy: -9.09 eV

```
8
CH4NOP, DFT the ωB97M-V functional and the def2-TZVPD basis
N 0.266 1.064 -0.760
C 0.684 -0.160 -0.503
O 1.675 -0.937 -1.472
P 0.660 -0.869 1.096
H 0.281 1.405 -1.722
H -0.586 1.391 -0.341
H -0.801 -1.318 1.178
H 1.161 -2.131 0.738
```

Löwdin population analysis, charges in e, atoms 1 to 4: 0.0855 -0.6812 -0.3055 0.8205